No. 1
The following is a quantum chemistry calculation of a cluster of 2 separate species, C5H7N4 in total at a distorted geometry, from the OMol25 dataset.

* molar mass: 123.14 g mol⁻¹
* LUMO: -7.26 eV
* HOMO-LUMO gap: 4.4 eV
* charge: +1
* F_max: 5.68 eV Å⁻¹

Structure (XYZ):
```
16
C5H7N4 wB97M-V/def2-TZVPD
C 0.402 0.812 -0.527
C -0.289 1.531 1.427
C -0.889 1.450 -0.726
C -1.726 1.826 -1.650
C -2.597 2.314 0.614
N 0.704 0.917 0.772
N -3.187 2.551 -0.429
N -1.278 1.805 0.590
N 3.049 -4.928 0.063
H 1.091 0.424 -1.252
H -0.157 1.629 2.453
H -1.980 1.903 -2.629
H -2.877 2.756 1.631
H 3.242 -4.089 -0.445
H 2.713 -5.681 -0.491
H 3.779 -5.222 0.600
```

---

No. 2
The following is a quantum chemistry calculation of a cluster of 2 separate species, C7H10ClN2O3 in total at a distorted geometry, from the OMol25 dataset.

* molar mass: 205.62 g mol⁻¹
* LUMO: 3.34 eV
* HOMO-LUMO gap: 6.1 eV
* charge: -1
* F_max: 5.02 eV Å⁻¹

Structure (XYZ):
```
23
C7H10ClN2O3 wB97M-V/def2-TZVPD
C -1.813 0.543 2.006
C -2.315 0.369 0.701
C -0.123 -0.288 0.887
C 1.956 -0.035 -3.053
C 0.244 0.010 3.272
C 1.365 0.939 -2.032
C -0.987 -0.472 -1.347
N -0.468 0.134 2.063
N -1.088 -0.110 -0.033
O -3.328 0.710 0.073
O 1.056 -0.894 0.598
O 1.965 1.416 -1.046
Cl -0.538 -2.347 -1.469
H -2.419 0.673 2.929
H 2.563 -0.745 -2.564
H 1.019 -0.529 -3.548
H 2.162 0.740 -3.798
H -0.357 0.250 4.198
H 0.457 -1.099 3.260
H 1.100 0.528 3.325
H 0.319 1.242 -2.258
H -1.953 -0.319 -1.844
H 1.185 -0.718 -0.321
```

---

No. 3
The following is a quantum chemistry calculation of a structure of composition C15H11BBrCoN2O6 at a distorted geometry, from the OMol25 dataset.

* molar mass: 464.91 g mol⁻¹
* LUMO (spin up / spin down): -1.75 / -3.22 eV
* 2S+1: 5
* HOMO-LUMO gap (spin up / spin down): 7.4 / 6.0 eV
* F_max: 2.55 eV Å⁻¹

Structure (XYZ):
```
37
C15H11BBrCoN2O6 wB97M-V/def2-TZVPD
Co 0.295 0.107 0.605
O -0.965 -3.452 2.725
C -0.686 -2.276 2.167
O -0.179 -2.175 1.050
C -0.963 -1.097 2.977
C -1.269 -1.095 4.338
C -1.402 0.114 4.993
C -1.200 1.297 4.278
C -0.916 1.216 2.930
N -0.805 0.055 2.284
C -0.649 2.441 2.030
O -0.850 3.550 2.471
O -0.213 2.103 0.887
H -0.721 -4.184 2.136
H -1.394 -2.039 4.843
H -1.639 0.145 6.046
H -1.282 2.266 4.743
B 4.597 0.316 0.752
C 3.128 0.170 1.065
N 1.982 0.043 1.251
H 5.260 0.456 1.733
H 4.912 -0.683 0.181
H 4.719 1.300 0.083
Br 2.106 1.101 -3.604
C 0.390 0.514 -4.139
C 0.072 0.579 -5.488
C -1.172 0.161 -5.924
C -2.100 -0.333 -5.020
C -1.786 -0.384 -3.676
C -0.542 0.045 -3.216
C -0.274 0.005 -1.761
O -1.198 -0.170 -0.933
O 0.905 0.146 -1.329
H 0.799 0.965 -6.187
H -1.412 0.219 -6.976
H -3.064 -0.668 -5.369
H -2.486 -0.757 -2.946
```

---

No. 4
The following is a quantum chemistry calculation of the molecule H3NP2 at a distorted geometry, from the OMol25 dataset.

* molar mass: 78.98 g mol⁻¹
* LUMO: -0.70 eV
* SMILES string: [H]/P=N/P
* HOMO-LUMO gap: 8.2 eV
* F_max: 5.46 eV Å⁻¹

Structure (XYZ):
```
6
H3NP2 wB97M-V/def2-TZVPD
N 0.324 0.224 -0.043
P -0.064 1.679 0.545
P 0.349 -1.344 0.279
H 0.394 2.383 -0.559
H 0.005 -1.622 -0.957
H -1.007 -1.320 0.735
```

---

No. 5
The following is a quantum chemistry calculation of the molecule C5H6O3 at a distorted geometry, from the OMol25 dataset.

* molar mass: 114.10 g mol⁻¹
* LUMO: 0.08 eV
* SMILES string: COC1=CC(=O)OC1
* HOMO-LUMO gap: 9.8 eV
* F_max: 9.87 eV Å⁻¹

Structure (XYZ):
```
14
C5H6O3 wB97M-V/def2-TZVPD
C 0.377 -1.410 2.303
C -0.454 -0.310 0.534
C 0.088 0.972 0.282
C 0.349 1.138 -1.050
C -0.408 -0.935 -0.777
H 0.957 -0.474 2.589
H 0.074 -1.742 3.100
H 1.098 -2.332 1.817
H 0.078 1.661 1.175
H -0.054 -1.984 -0.714
H -1.520 -1.345 -1.229
O -0.732 -0.917 1.656
O 0.769 2.101 -1.687
O -0.081 0.002 -1.779
```

---

No. 6
The following is a quantum chemistry calculation of a structure of composition C4H5Cl3NO2 at a distorted geometry, from the OMol25 dataset.

* molar mass: 205.45 g mol⁻¹
* LUMO: -5.74 eV
* HOMO-LUMO gap: 9.1 eV
* charge: +1
* F_max: 5.45 eV Å⁻¹

Structure (XYZ):
```
15
C4H5Cl3NO2 wB97M-V/def2-TZVPD
C 1.791 -1.051 0.218
C 0.952 0.165 -0.341
C -0.651 -1.088 0.808
C -1.333 -1.321 2.094
N -0.309 0.242 0.467
O 2.889 -1.293 -0.201
O 1.074 -1.891 0.876
Cl -1.464 -2.986 2.598
Cl -0.555 -0.374 3.294
Cl -3.043 -0.598 1.786
H 1.494 1.145 -0.380
H 0.619 -0.027 -1.418
H -1.124 -1.547 -0.196
H -0.180 0.861 1.217
H -1.086 0.766 -0.071
```

---

No. 7
The following is a quantum chemistry calculation of the ion C9H14N3S with charge +1 at a distorted geometry, from the OMol25 dataset.

* molar mass: 196.30 g mol⁻¹
* LUMO (spin up / spin down): -3.56 / -3.56 eV
* HOMO-LUMO gap (spin up / spin down): 8.1 / 8.1 eV
* charge: +1
* F_max: 4.49 eV Å⁻¹

Structure (XYZ):
```
27
C9H14N3S wB97M-V/def2-TZVPD
C -2.386 -1.321 -0.403
C -1.431 -2.215 -0.628
C -3.101 -0.773 0.729
C -2.991 0.603 0.720
C -0.023 0.755 1.382
C 0.539 1.826 -0.638
C 0.761 -0.522 0.952
C 1.193 0.628 -1.285
C 2.257 -1.576 -0.738
N -1.938 -0.387 -1.361
N -0.503 1.562 0.343
N 1.717 -0.309 -0.164
S -1.994 1.091 -0.669
H -3.667 -1.356 1.527
H -3.459 1.342 1.305
H -0.719 0.166 2.116
H 0.631 1.464 1.859
H 1.196 2.464 -0.091
H 0.145 2.549 -1.316
H 1.453 -0.792 1.736
H 0.158 -1.372 0.719
H 0.663 -0.023 -1.988
H 1.954 1.123 -1.832
H 2.723 -2.144 0.076
H 1.437 -1.985 -1.252
H 3.089 -1.100 -1.396
H 2.297 0.302 0.295
```

---

No. 8
The following is a quantum chemistry calculation of the molecule C12H26N2 at a distorted geometry, from the OMol25 dataset.

* molar mass: 198.35 g mol⁻¹
* LUMO: 0.77 eV
* SMILES string: C/C(=C(\N(C)N)C(C)(C)C)C(C)(C)C
* HOMO-LUMO gap: 8.5 eV
* F_max: 4.51 eV Å⁻¹

Structure (XYZ):
```
40
C12H26N2 wB97M-V/def2-TZVPD
C -0.646 -0.747 0.138
C 0.749 -0.293 -0.059
C -0.817 -2.212 0.515
C -2.320 0.554 1.302
C -1.825 0.957 -1.339
C -3.145 -0.968 -0.552
C 2.903 1.129 0.346
C 1.405 1.806 -1.584
C 0.563 2.079 0.997
C 2.428 -1.891 1.018
C -2.018 -0.047 -0.136
C 1.411 1.191 -0.064
N 1.654 -2.069 -1.240
N 1.736 -1.285 -0.076
H 0.202 -2.640 0.738
H -1.331 -2.073 1.427
H -1.544 -2.827 -0.240
H -3.336 0.452 1.554
H -2.049 1.631 1.648
H -1.757 -0.057 1.975
H -1.400 0.358 -2.102
H -2.717 1.380 -1.822
H -1.199 1.728 -1.286
H -3.285 -1.813 0.213
H -2.973 -1.335 -1.560
H -4.057 -0.406 -0.590
H 3.203 2.195 0.230
H 3.506 0.629 -0.327
H 3.368 0.778 1.290
H 0.731 2.721 -1.799
H 2.480 2.040 -1.728
H 1.148 0.970 -2.177
H -0.498 2.301 0.655
H 1.190 2.978 1.220
H 0.498 1.367 1.896
H 2.240 -1.367 1.865
H 2.157 -2.915 1.251
H 3.492 -1.850 0.914
H 1.847 -1.626 -2.133
H 0.740 -2.490 -1.158
```

---

No. 9
The following is a quantum chemistry calculation of a structure of composition C7H17CeClINO3P at a distorted geometry, from the OMol25 dataset.

* molar mass: 496.66 g mol⁻¹
* LUMO (spin up / spin down): -15.68 / -15.68 eV
* HOMO-LUMO gap (spin up / spin down): 4.3 / 4.3 eV
* charge: +3
* F_max: 13.62 eV Å⁻¹

Structure (XYZ):
```
32
C7H17CeClINO3P wB97M-V/def2-TZVPD
C -1.272 0.556 -1.371
I 2.099 -1.106 2.055
H -0.677 0.863 -2.247
H -1.784 1.411 -0.924
H -1.952 -0.249 -1.600
Ce 0.350 0.013 0.072
P 0.033 -2.504 -0.735
C -1.098 -3.428 0.284
C -0.494 -2.605 -2.432
H 2.438 -2.654 -0.975
H 1.558 -4.192 -1.298
H 1.827 -3.618 0.391
C 1.631 -3.323 -0.645
H 0.118 -1.952 -3.070
H -0.365 -3.646 -2.733
H -1.117 -4.450 -0.105
H -2.106 -2.993 0.243
H -1.545 -2.312 -2.533
H -0.754 -3.424 1.326
C -1.169 -0.375 1.410
O -1.997 -0.486 2.185
Cl 1.937 0.153 -1.734
N 0.175 4.435 2.483
C 0.823 4.408 1.116
C 0.371 3.117 0.349
O -0.151 3.264 -0.733
O 0.630 2.057 0.992
H -0.848 4.451 2.387
H 0.472 5.290 2.961
H 0.467 3.622 3.032
H 0.514 5.285 0.581
H 1.888 4.390 1.269
```

---

No. 10
The following is a quantum chemistry calculation of a structure of composition C14H14AsN2O3PtS2 at a distorted geometry, from the OMol25 dataset.

* molar mass: 592.41 g mol⁻¹
* LUMO (spin up / spin down): -4.25 / -7.58 eV
* 2S+1: 5
* HOMO-LUMO gap (spin up / spin down): 5.9 / 4.6 eV
* charge: +1
* F_max: 4.68 eV Å⁻¹

Structure (XYZ):
```
37
C14H14AsN2O3PtS2 wB97M-V/def2-TZVPD
Pt 1.103 1.043 -0.725
S 0.375 2.298 -2.394
C 1.527 3.538 -2.510
C 1.277 4.643 -3.366
N 1.082 5.637 -3.992
C 2.633 3.528 -1.719
S 3.059 2.146 -0.802
C 3.384 4.698 -1.514
N 4.079 5.623 -1.257
C 3.832 -1.935 1.622
As 2.124 -1.757 0.669
C 0.498 -2.401 1.568
C 2.219 -2.374 -1.089
O 2.262 -0.029 0.538
H 4.078 -2.973 1.924
H 3.731 -1.236 2.469
H 4.540 -1.483 0.951
H 0.333 -3.472 1.452
H -0.287 -1.750 1.165
H 0.615 -2.229 2.642
H 2.412 -3.456 -1.144
H 3.078 -1.948 -1.569
H 1.299 -2.055 -1.545
O -1.297 1.901 0.522
C -1.567 0.785 -0.002
O -0.735 0.097 -0.758
C -2.870 0.165 0.279
C -3.604 0.699 1.362
C -4.650 -0.032 1.881
C -5.028 -1.221 1.233
C -4.329 -1.657 0.113
C -3.251 -0.967 -0.394
H -3.316 1.644 1.776
H -5.220 0.250 2.708
H -5.977 -1.743 1.525
H -4.684 -2.548 -0.373
H -2.722 -1.427 -1.246
```

---

No. 11
The following is a quantum chemistry calculation of a structure of composition C23H19Cl3I2N5O2RbS2Si at a distorted geometry, from the OMol25 dataset.

* molar mass: 935.29 g mol⁻¹
* LUMO: 3.41 eV
* HOMO-LUMO gap: 6.0 eV
* charge: -2
* F_max: 1.12 eV Å⁻¹

Structure (XYZ):
```
58
C23H19Cl3I2N5O2RbS2Si wB97M-V/def2-TZVPD
Rb -0.488 -0.631 0.237
C 0.312 5.502 2.539
S -1.367 5.120 2.008
C -1.351 3.321 1.738
S -0.017 2.333 2.086
N -2.517 2.966 1.313
N -2.687 1.840 0.627
C -3.718 1.115 0.823
C -4.051 0.037 -0.117
C -5.215 -0.711 0.039
C -5.524 -1.687 -0.887
C -4.678 -1.887 -1.965
C -3.548 -1.094 -2.054
N -3.231 -0.157 -1.163
H 0.288 6.002 3.507
H 0.794 6.143 1.801
H 0.842 4.550 2.620
H -4.404 1.314 1.647
H -5.860 -0.521 0.887
H -6.412 -2.294 -0.764
H -4.868 -2.659 -2.698
H -2.862 -1.197 -2.888
O -1.953 1.923 -2.788
C -1.138 3.063 -2.643
C 0.346 2.769 -2.525
C 1.281 3.523 -3.226
C 2.627 3.228 -3.078
C 2.995 2.196 -2.232
C 1.996 1.501 -1.564
N 0.701 1.774 -1.717
H -2.004 1.441 -1.946
H -1.443 3.650 -1.769
H -1.298 3.671 -3.536
H 0.948 4.325 -3.873
H 3.377 3.785 -3.628
H 4.033 1.920 -2.096
H 2.242 0.679 -0.900
I 3.310 -3.089 -3.311
C 3.511 -3.249 -1.229
C 4.391 -4.176 -0.684
C 4.515 -4.286 0.680
I 5.853 -5.740 1.420
C 3.779 -3.449 1.552
C 3.839 -3.501 2.962
C 3.126 -2.611 3.713
C 2.352 -1.638 3.058
N 2.241 -1.578 1.754
C 2.910 -2.471 0.988
C 2.686 -2.380 -0.464
O 1.850 -1.595 -0.969
H 4.973 -4.816 -1.333
H 4.449 -4.255 3.441
H 3.155 -2.645 4.794
H 1.813 -0.886 3.626
Cl -1.673 -4.925 2.935
Si -2.130 -3.089 1.845
Cl -3.320 -4.060 0.294
Cl -3.778 -2.413 3.112
```

---

No. 12
The following is a quantum chemistry calculation of a cluster of 2 separate species, C2H6ClO2P in total at a distorted geometry, from the OMol25 dataset.

* molar mass: 128.50 g mol⁻¹
* LUMO (spin up / spin down): -0.70 / -0.97 eV
* HOMO-LUMO gap (spin up / spin down): 8.5 / 6.9 eV
* F_max: 3.41 eV Å⁻¹

Structure (XYZ):
```
12
C2H6ClO2P wB97M-V/def2-TZVPD
C 1.509 -1.042 0.364
C 1.411 0.294 -0.515
O -3.219 1.355 0.026
O 0.072 0.388 -1.013
P -2.018 0.506 0.612
Cl -2.546 -1.185 -0.289
H 1.007 -0.650 1.268
H 0.995 -1.847 -0.166
H 2.501 -1.313 0.494
H 2.077 0.259 -1.403
H 1.711 1.073 0.208
H -3.499 2.164 0.414
```